(1)
DFT (wB97M-V/def2-TZVPD) results for one molecule with the formula C3H6N2O.

The geometry in XYZ format:
```
12
Properties=species:S:1:pos:R:3
C -0.80 -1.25 -0.56
N -0.77 -0.09 0.30
C 0.23 0.83 0.37
N 0.22 2.01 0.88
C 1.58 0.41 -0.14
O 2.04 -0.68 0.06
H -1.24 -1.06 -1.54
H -1.36 -2.07 -0.10
H 0.22 -1.60 -0.69
H -1.56 0.06 0.89
H -0.70 2.25 1.25
H 2.13 1.19 -0.70
```

Results
- HOMO energy (eV) = -9.34
- charge = 0
- strongest force on any atom (eV Å⁻¹) = 0.7
- LUMO energy (eV) = 0.416
- gap between HOMO and LUMO (eV) = 9.75
- SMILES = [H]/N=C(/C=O)NC
- total energy (hartree) = -302.63214

***

(2)
DFT (wB97M-V/def2-TZVPD) results for one molecule with the formula C24H25N3O3.

The geometry in XYZ format:
```
55
Properties=species:S:1:pos:R:3
C -6.47 -0.48 -2.12
C -5.46 -0.99 -1.16
C -4.93 -2.24 -0.98
C -4.01 -2.13 0.10
C -4.04 -0.82 0.50
O -4.92 -0.13 -0.27
C -3.27 -0.09 1.54
N -1.94 0.26 1.08
C -0.84 -0.38 1.52
O -0.87 -1.24 2.38
C 0.42 0.02 0.83
C 1.31 -0.97 0.56
N 2.45 -0.80 -0.15
C 2.83 0.42 -0.70
O 3.85 0.52 -1.37
C 1.92 1.49 -0.37
C 0.76 1.33 0.39
C 0.20 2.64 0.56
C -0.87 3.16 1.28
C -1.10 4.52 1.24
C -0.27 5.37 0.51
C 0.82 4.89 -0.19
C 1.06 3.52 -0.14
N 2.08 2.81 -0.70
C 3.15 3.39 -1.47
H 3.69 4.13 -0.88
H 2.75 3.87 -2.37
H 3.84 2.59 -1.76
H 1.47 5.55 -0.74
H -0.48 6.43 0.49
H -1.92 4.94 1.80
H -1.50 2.52 1.88
C 3.33 -1.94 -0.37
H 4.11 -1.56 -1.03
C 2.61 -3.14 -1.01
H 3.15 -3.45 -1.90
C 2.65 -4.26 0.04
C 3.94 -3.97 0.80
H 4.80 -4.29 0.21
H 3.98 -4.48 1.77
C 3.94 -2.45 0.95
H 3.30 -2.16 1.79
H 4.93 -2.05 1.12
H 1.80 -4.19 0.72
H 2.64 -5.25 -0.41
H 1.60 -2.89 -1.31
H 1.11 -1.97 0.91
H -1.87 0.88 0.28
H -3.82 0.82 1.82
H -3.13 -0.72 2.42
H -3.41 -2.91 0.52
H -5.17 -3.12 -1.53
H -6.06 0.34 -2.71
H -7.34 -0.10 -1.58
H -6.79 -1.28 -2.78
```

Results
- HOMO energy (eV) = -7.62
- charge = 0
- strongest force on any atom (eV Å⁻¹) = 0.9
- LUMO energy (eV) = 0.458
- gap between HOMO and LUMO (eV) = 8.08
- SMILES = Cc1ccc(CNC(=O)c2cn(C3CCCC3)c(=O)c3c2c2ccccc2n3C)o1
- total energy (hartree) = -1319.59624

***

(3)
DFT (wB97M-V/def2-TZVPD) results for a 3-piece molecular cluster, C4H8O3 overall.

The geometry in XYZ format:
```
15
Properties=species:S:1:pos:R:3
C -0.79 -0.58 2.49
O 0.05 -0.16 1.40
C -0.58 0.09 0.25
O -1.75 -0.03 0.04
C 0.51 0.85 -0.81
C 0.75 -0.48 -1.36
O -0.06 1.70 -1.58
H -1.51 0.21 2.74
H -0.12 -0.76 3.33
H -1.33 -1.49 2.22
H 1.32 1.18 -0.12
H 1.46 -1.17 -0.91
H 1.28 0.43 -2.89
H -0.04 -0.91 -1.98
H 0.81 1.13 -2.79
```

Results
- HOMO energy (spin up / spin down) (eV) = -9.59 / -9.59
- charge = 0
- strongest force on any atom (eV Å⁻¹) = 0.8
- LUMO energy (spin up / spin down) (eV) = -0.918 / -0.916
- gap between HOMO and LUMO (spin up / spin down) (eV) = 8.67 / 8.67
- total energy (hartree) = -382.75233

***

(4)
DFT (wB97M-V/def2-TZVPD) results for a 16-piece molecular cluster, C62H151N5O22 overall.

The geometry in XYZ format:
```
240
Properties=species:S:1:pos:R:3
C 15.31 14.47 13.96
C 16.67 14.84 14.51
O 16.70 14.79 15.91
O 14.96 13.15 14.37
H 15.43 14.55 12.86
H 14.55 15.13 14.33
H 16.98 15.86 14.17
H 17.32 14.10 14.03
H 17.33 14.08 16.10
H 13.99 13.05 14.25
C 12.99 16.77 17.95
C 13.99 16.07 17.00
O 13.97 14.72 17.26
O 11.70 16.61 17.45
H 13.26 17.86 18.02
H 13.17 16.36 19.00
H 15.01 16.50 17.00
H 13.51 16.23 16.04
H 14.64 14.29 16.76
H 10.94 16.68 18.11
C 21.68 13.23 17.77
C 20.61 13.20 18.80
O 19.80 12.07 18.65
O 21.15 13.09 16.47
H 22.30 12.35 18.00
H 22.21 14.16 17.90
H 19.93 14.07 18.62
H 20.96 13.16 19.83
H 19.05 12.26 18.06
H 21.41 13.94 15.99
C 11.67 19.29 15.56
C 11.57 20.10 14.30
O 10.25 20.60 13.95
O 11.22 17.99 15.26
H 11.17 19.71 16.40
H 12.70 19.31 15.88
H 11.94 19.46 13.52
H 12.25 20.96 14.35
H 9.72 19.84 13.85
H 11.31 17.46 16.08
C 16.31 10.78 16.48
C 17.77 10.83 15.85
O 18.36 12.15 15.97
O 16.31 10.49 17.92
H 15.80 9.94 16.06
H 15.80 11.72 16.15
H 17.68 10.56 14.78
H 18.28 10.07 16.42
H 19.33 12.17 16.08
H 16.86 11.12 18.32
C 20.35 16.41 14.17
C 21.82 16.14 14.19
O 22.17 15.31 15.36
O 20.00 17.46 15.17
H 19.82 15.50 14.41
H 20.07 16.77 13.18
H 22.32 17.09 14.26
H 22.07 15.73 13.18
H 21.90 15.95 16.09
H 19.02 17.54 15.25
C 21.99 18.20 18.08
O 21.51 17.17 17.26
H 22.88 17.85 18.63
H 22.29 19.09 17.55
H 21.27 18.53 18.84
H 20.93 17.58 16.59
C 7.77 16.83 13.24
O 8.93 17.69 13.24
H 7.25 17.13 12.28
H 8.11 15.78 13.17
H 7.05 16.88 14.02
H 9.49 17.52 14.01
C 17.49 19.06 16.40
O 17.27 17.74 15.80
H 18.53 19.12 16.81
H 17.41 19.69 15.50
H 16.76 19.32 17.15
H 17.18 17.05 16.46
C 13.62 13.69 22.73
O 12.71 14.42 21.90
H 13.75 14.20 23.69
H 13.37 12.63 22.99
H 14.62 13.55 22.32
H 12.56 14.02 21.02
C 13.74 12.34 19.52
O 12.71 13.24 19.24
H 14.15 11.99 18.58
H 14.59 12.76 20.13
H 13.27 11.49 20.03
H 13.04 13.79 18.48
C 16.67 17.46 19.94
C 16.42 16.33 20.98
C 17.77 16.12 21.62
C 18.05 17.10 22.73
C 16.91 17.08 23.73
C 15.55 17.38 23.15
N 15.36 16.46 22.00
O 14.15 16.82 21.24
C 14.41 17.18 24.15
C 15.50 18.80 22.65
C 16.08 15.04 20.08
H 16.74 16.92 18.95
H 17.67 18.02 19.99
H 15.82 18.05 19.96
H 17.80 15.10 22.05
H 18.61 16.18 20.90
H 18.37 18.02 22.31
H 18.90 16.68 23.20
H 17.02 17.89 24.49
H 16.92 16.09 24.18
H 13.50 17.30 23.53
H 14.44 16.23 24.70
H 14.28 17.95 24.91
H 15.63 19.49 23.47
H 16.30 18.97 21.96
H 14.49 18.99 22.27
H 16.99 14.62 19.64
H 15.53 15.49 19.25
H 15.55 14.29 20.63
H 13.66 16.00 21.45
C 12.56 21.21 21.76
C 13.21 22.23 20.74
C 14.08 21.49 19.71
C 13.30 20.80 18.57
C 12.51 21.96 18.00
C 11.53 22.58 18.93
N 12.30 23.10 20.05
O 11.47 23.75 20.96
C 10.88 23.74 18.14
C 10.41 21.61 19.38
C 14.02 23.15 21.62
H 13.27 20.88 22.52
H 12.10 20.33 21.27
H 11.77 21.80 22.29
H 14.77 22.24 19.21
H 14.65 20.72 20.34
H 12.61 20.06 18.95
H 14.02 20.37 17.90
H 12.06 21.63 17.05
H 13.31 22.70 17.74
H 11.59 24.52 17.99
H 10.63 23.26 17.17
H 9.97 24.05 18.63
H 9.78 21.35 18.51
H 10.82 20.59 19.54
H 9.74 22.09 20.13
H 15.02 22.68 21.97
H 13.44 23.18 22.50
H 14.21 24.23 21.23
H 11.81 24.65 20.96
C 12.73 11.22 16.13
C 11.68 11.62 15.13
C 11.13 13.04 15.42
C 10.17 13.48 14.32
C 10.85 13.50 12.93
C 11.57 12.24 12.60
N 12.38 11.79 13.81
O 13.09 10.59 13.50
C 10.75 11.13 12.04
C 12.58 12.65 11.47
C 10.58 10.57 15.14
H 13.57 11.83 16.09
H 13.00 10.23 15.89
H 12.31 11.30 17.16
H 10.65 13.12 16.36
H 11.98 13.74 15.48
H 9.90 14.53 14.61
H 9.28 12.85 14.37
H 11.61 14.32 12.92
H 10.25 13.76 12.10
H 10.57 11.36 11.02
H 11.26 10.15 12.15
H 9.74 11.05 12.53
H 12.82 11.77 10.86
H 12.01 13.29 10.81
H 13.46 13.21 11.81
H 10.87 9.58 14.75
H 9.75 10.91 14.52
H 10.25 10.37 16.21
H 13.99 10.96 13.57
C 7.58 15.01 19.82
C 8.58 15.61 18.85
C 8.12 16.86 18.14
C 7.90 18.04 19.14
C 9.09 18.38 19.99
C 9.85 17.15 20.59
N 9.91 16.06 19.51
O 10.40 14.86 20.03
C 11.24 17.55 20.91
C 9.10 16.69 21.86
C 8.90 14.58 17.69
H 6.90 14.29 19.36
H 6.91 15.68 20.35
H 8.18 14.42 20.58
H 8.86 17.14 17.34
H 7.24 16.63 17.55
H 7.04 17.81 19.91
H 7.48 18.88 18.61
H 8.81 19.03 20.85
H 9.79 18.87 19.31
H 11.77 16.61 21.06
H 11.72 18.11 20.11
H 11.34 17.99 21.94
H 8.04 16.54 21.76
H 9.54 15.69 22.08
H 9.28 17.34 22.72
H 9.73 14.96 17.12
H 8.05 14.78 16.98
H 8.93 13.52 17.93
H 11.06 14.57 19.45
C 12.51 15.82 9.17
C 12.73 17.17 9.83
C 12.26 17.17 11.29
C 13.27 16.56 12.27
C 14.70 17.12 12.18
C 15.20 16.98 10.71
N 14.18 17.62 9.86
O 14.74 17.51 8.52
C 16.44 17.75 10.51
C 15.49 15.52 10.36
C 11.92 18.24 9.13
H 11.45 15.68 9.00
H 12.80 14.98 9.76
H 13.02 15.81 8.25
H 12.09 18.17 11.67
H 11.33 16.69 11.45
H 13.37 15.48 12.11
H 12.90 16.70 13.32
H 15.43 16.54 12.74
H 14.80 18.14 12.47
H 16.13 18.77 10.37
H 17.21 17.67 11.29
H 16.89 17.51 9.54
H 14.70 14.77 10.47
H 15.63 15.30 9.29
H 16.35 15.25 10.86
H 12.14 19.22 9.56
H 10.85 18.07 9.29
H 12.07 18.23 8.05
H 14.69 18.43 8.14
```

Results
- HOMO energy (eV) = -8.46
- charge = 0
- strongest force on any atom (eV Å⁻¹) = 3.3
- LUMO energy (eV) = 0.322
- gap between HOMO and LUMO (eV) = 8.78
- total energy (hartree) = -4381.52454